1.
20
Properties=species:S:1:pos:R:3:forces:R:3:lowdin_charge:R:1 method="wB97M-V/def2-TZVPD" mol_weight_g_mol=248.84 total_charge=0 total_energy_ha=-3195.3462
B -0.83352 0.97945 0.26135 -0.544 -0.421 -2.085 -0.4686
C 1.91538 -2.67088 -0.17020 -4.171 3.722 1.041 -0.0217
C 0.49158 -2.70133 0.09587 1.439 1.642 -0.876 0.0140
C 2.47086 -1.39480 -0.24328 2.979 -0.468 -0.507 -0.1523
C 0.30615 -0.25746 -0.07122 -2.665 -1.405 1.302 -0.0451
C -0.28411 -1.54516 0.12036 2.301 1.259 -1.557 -0.2336
C 1.71148 -0.27630 -0.11295 -2.178 2.296 0.296 -0.5863
C -2.75935 1.47057 0.28808 4.513 -5.293 1.830 -0.1199
O -0.22510 1.66377 1.24094 -0.900 3.612 2.093 0.0405
O -0.72097 2.10341 -1.20916 2.300 -1.025 0.178 0.0841
O -3.07023 2.45952 -0.23675 -1.510 3.553 -1.871 0.0413
F -1.64116 -1.61953 0.09100 0.482 -0.290 0.406 0.0529
Br 2.57164 1.45894 0.13023 0.145 -0.746 -0.540 0.7611
H 2.44708 -3.52578 -0.23088 1.672 -2.571 -0.337 0.0644
H -0.10874 -3.53442 0.02602 -0.662 -2.392 0.236 0.0836
H 3.58062 -1.15930 -0.44488 -1.755 -0.961 0.515 0.1268
H -3.39845 0.85722 0.92252 -0.825 0.013 0.270 0.0872
H -0.71426 2.53518 1.41767 1.054 -1.856 0.172 0.1522
H -0.14023 2.71945 -0.74054 0.182 0.186 -0.478 0.0964
H -1.59869 2.43743 -1.13416 -1.857 1.146 -0.089 0.0229

2.
91
Properties=species:S:1:pos:R:3:forces:R:3:mulliken_spin:R:1 method="wB97M-V/def2-TZVPD" mol_weight_g_mol=658.62 total_charge=0 total_energy_ha=-2876.3726 spin_multiplicity=3
Ti 0.21216 -1.52684 1.21050 -0.052 -0.122 0.078 0.8974
C -0.13689 -0.66978 4.33832 0.013 0.005 0.008 0.0071
C -0.53861 0.49493 3.43515 0.027 -0.045 -0.033 0.0042
N 0.38190 0.56676 2.29237 0.019 0.048 0.027 0.0408
C 1.73120 1.04193 2.64490 -0.004 -0.011 0.005 -0.0010
C 2.80901 0.15792 2.03038 0.000 -0.017 0.003 0.0323
N 2.46468 -1.25197 2.21187 0.016 0.010 0.003 -0.0186
C 2.64719 -1.74324 3.58271 -0.016 -0.005 -0.010 0.0038
C 1.42866 -2.54934 4.01689 0.027 0.016 0.025 0.0064
N 0.22117 -1.86614 3.56307 -0.027 0.040 -0.005 -0.0071
H -0.95333 -0.87764 5.03584 -0.003 -0.007 -0.001 -0.0003
H 0.72332 -0.38944 4.95098 -0.011 0.001 0.002 0.0003
H -0.54527 1.42406 4.01967 -0.004 0.007 0.001 -0.0001
H -1.52995 0.30955 3.02693 -0.008 -0.005 0.007 -0.0030
H -0.01850 1.14751 1.56679 0.001 0.009 0.017 0.0079
H 1.82313 1.04166 3.73290 -0.001 0.005 0.000 -0.0028
H 1.88317 2.07640 2.32626 -0.001 -0.002 -0.007 0.0009
H 3.78259 0.41205 2.47064 -0.001 0.003 0.002 0.0037
H 2.86647 0.34293 0.96070 0.004 0.001 -0.018 -0.0052
H 2.98177 -1.81511 1.54717 -0.001 0.001 -0.003 0.0040
H 2.78361 -0.88781 4.24862 -0.001 0.002 -0.010 -0.0007
H 3.55036 -2.35132 3.67610 0.007 0.000 0.001 -0.0003
H 1.44745 -2.69583 5.10436 -0.005 -0.011 0.001 0.0005
H 1.44458 -3.53063 3.54561 0.002 -0.003 -0.011 0.0067
H -0.55801 -2.50811 3.54234 0.022 0.011 0.000 -0.0147
C -1.04947 5.95982 -1.76376 -0.006 0.005 -0.003 0.0000
O -0.77503 4.57101 -1.78462 0.009 0.003 0.005 0.0000
C -0.01470 4.09702 -2.80894 0.002 0.006 0.000 0.0000
C 0.53189 4.87703 -3.81591 -0.004 0.005 -0.001 0.0000
C 1.28236 4.27906 -4.82380 0.002 -0.011 -0.002 0.0001
C 1.46836 2.90937 -4.83926 0.005 0.012 -0.006 -0.0001
C 0.90354 2.12523 -3.84110 0.001 0.002 0.018 -0.0002
C 0.18486 2.70797 -2.80893 0.006 -0.006 -0.016 0.0002
N -0.42277 1.95963 -1.78420 -0.023 -0.007 0.002 0.0012
C 0.10729 0.89378 -1.09542 0.044 -0.057 0.035 0.0127
N 1.46455 0.78702 -1.14786 -0.045 -0.016 -0.019 -0.0190
C 2.15847 -0.46303 -1.23070 -0.044 0.052 0.033 0.0115
C 1.76542 -1.56789 -0.48909 0.048 -0.014 -0.026 0.0011
C 2.54552 -2.72098 -0.72553 0.000 -0.012 0.019 0.0207
C 3.63989 -2.74275 -1.57235 -0.002 0.010 -0.003 0.0069
C 4.02719 -1.59358 -2.25821 0.005 -0.009 -0.007 0.0042
C 3.27390 -0.44945 -2.08491 0.015 0.019 0.006 -0.0008
O 3.54892 0.75814 -2.68670 -0.016 -0.008 -0.011 -0.0007
C 4.61247 0.79932 -3.61436 -0.006 -0.001 0.003 0.0003
N -0.63144 0.07223 -0.40639 -0.022 0.055 -0.054 -0.0018
C -2.03444 0.30582 -0.53706 -0.011 -0.023 -0.030 0.0157
C -2.63093 1.30009 0.23877 0.007 0.011 -0.009 -0.0064
C -3.97452 1.61636 0.13720 0.003 -0.002 0.023 -0.0010
C -4.76563 0.90790 -0.75542 0.006 -0.026 -0.021 -0.0006
C -4.19728 -0.08822 -1.52821 -0.020 0.025 0.008 0.0005
C -2.83997 -0.39611 -1.44284 0.035 -0.022 0.044 -0.0021
O -2.44773 -1.43454 -2.22922 -0.009 0.021 -0.019 0.0002
C -1.13781 -1.49157 -2.78723 -0.004 -0.006 0.010 -0.0062
H -1.67370 6.13047 -0.89150 -0.001 -0.001 0.001 0.0000
H -1.58877 6.26928 -2.66217 0.000 0.000 -0.001 0.0000
H -0.13019 6.54334 -1.67190 0.003 0.000 0.002 0.0000
H 0.38362 5.94690 -3.82362 -0.001 0.000 0.002 0.0000
H 1.70912 4.89694 -5.60270 -0.001 0.000 -0.001 0.0000
H 2.03347 2.44059 -5.63362 0.000 0.000 0.001 0.0000
H 1.02336 1.04972 -3.85885 0.007 0.000 0.008 0.0001
H -1.33964 2.26057 -1.49125 -0.005 0.016 0.004 -0.0001
H 1.91437 1.52066 -1.67555 0.008 -0.011 -0.008 -0.0001
H 2.29397 -3.64156 -0.21028 -0.014 0.000 0.004 -0.0001
H 4.21053 -3.65467 -1.70581 -0.003 -0.002 0.004 0.0006
H 4.88933 -1.60645 -2.90943 -0.001 0.001 -0.001 0.0003
H 5.56962 0.58322 -3.13278 0.002 -0.002 0.001 -0.0001
H 4.62902 1.81061 -4.01368 0.002 0.001 0.002 0.0000
H 4.45326 0.08762 -4.42914 0.001 0.003 -0.002 -0.0001
H -2.00589 1.83511 0.94680 -0.005 0.002 -0.002 -0.0003
H -4.39981 2.39158 0.76096 0.003 0.000 0.000 -0.0001
H -5.82178 1.12477 -0.84787 0.000 0.000 -0.003 -0.0001
H -4.79133 -0.66075 -2.22885 0.001 0.000 0.000 0.0000
H -1.20751 -2.19744 -3.61258 -0.003 -0.003 0.004 0.0000
H -0.40021 -1.84130 -2.06741 0.001 0.002 0.008 0.0048
H -0.84468 -0.51495 -3.18267 0.007 0.004 -0.001 0.0001
O -0.16831 -3.39543 0.33969 -0.075 -0.033 -0.114 0.5355
O 0.60268 -3.56688 1.37787 0.067 0.053 0.081 0.4406
C -2.57213 -3.32446 3.02766 -0.012 -0.003 0.004 0.0006
C -2.83578 -2.33159 1.88342 -0.004 -0.045 0.023 -0.0055
C -3.23634 -3.14671 0.64951 0.013 0.006 -0.011 0.0073
C -4.00931 -1.43399 2.28737 0.008 0.001 0.004 -0.0003
O -1.72670 -1.50945 1.64169 0.051 0.064 -0.071 0.0230
H -3.43576 -3.97337 3.18675 0.001 -0.003 0.002 -0.0001
H -2.39485 -2.79421 3.97067 -0.018 -0.007 0.008 -0.0008
H -1.71736 -3.96555 2.79197 -0.003 0.004 -0.008 0.0005
H -4.13129 -3.73929 0.85887 -0.003 0.001 0.005 0.0001
H -2.43434 -3.82294 0.35676 -0.002 0.000 -0.001 -0.0042
H -3.45248 -2.49028 -0.19004 0.005 0.008 0.001 0.0002
H -4.90012 -2.02071 2.52717 -0.001 0.004 0.001 -0.0002
H -4.24956 -0.75024 1.47351 0.000 0.000 -0.009 -0.0002
H -3.73933 -0.84038 3.16596 -0.007 -0.001 0.003 -0.0003